(1)
ORCA calculation (wB97M-V/def2-TZVPD) on 2 unconnected molecules or ions with the total composition C3H8NO2S.

DFT total energy = -722.57288 Eh
spin multiplicity = 1
Kohn-Sham gap = 6.8 eV
E_HOMO = -2.98 eV
relative energy (zero: lowest compared OMol25 entry of this formula, charge and spin) = 155.4 kJ/mol
net charge = -1

```
15
Properties=species:S:1:pos:R:3:lowdin_charge:R:1
C 1.129 -0.362 0.044 -0.234
C 0.705 0.646 1.167 -0.729
S 0.311 2.357 0.570 0.096
C 0.227 -0.850 -1.067 -0.599
N -0.098 -0.017 -2.108 0.145
O -0.133 -1.987 -0.886 0.014
H 1.563 -1.314 0.443 0.101
H 2.154 -0.011 -0.391 0.124
H 1.487 0.661 1.969 0.045
H -0.277 0.407 1.666 -0.001
H -0.777 -0.173 -2.839 0.091
H -0.028 0.986 -1.851 0.048
H -1.864 0.525 1.330 -0.037
H -1.933 -0.651 0.631 0.021
O -2.465 -0.216 1.321 -0.084
```

---

(2)
ORCA calculation (wB97M-V/def2-TZVPD) on a gas-phase ion, C2H2N3O (charge +1).

DFT total energy = -316.47454 Eh
spin multiplicity = 1
Kohn-Sham gap = 8.5 eV
E_HOMO = -16.08 eV
SMILES string = N#[N+]/N=C\C=O
relative energy (zero: lowest compared OMol25 entry of this formula, charge and spin) = 303.3 kJ/mol
net charge = +1

```
8
Properties=species:S:1:pos:R:3:lowdin_charge:R:1
N 2.508 1.197 -0.407 0.422
N 1.630 0.784 0.093 0.040
N 0.420 1.067 0.375 0.144
C -0.570 0.370 0.149 0.050
C -0.756 -1.161 -0.139 -0.137
O -1.913 -1.418 -0.060 0.158
H -1.459 0.964 0.369 0.167
H 0.139 -1.804 -0.379 0.155
```

---

Which value of net charge does entry 1 give? -1